[1]
Formula: C15H37Cl2N2P
Source: the Open Molecules 2025 dataset
Level of theory: the ωB97M-V functional and the def2-TZVPD basis

Element x y z (Å)
1 C 5.6311 -2.3070 -0.5877
2 C 5.8829 -1.0437 0.2204
3 N 4.6595 -0.3279 0.5435
4 C 4.8823 1.0309 1.0033
5 C 5.6285 1.2384 2.3247
6 C 3.6577 -1.0962 1.2680
7 C 4.0714 -1.7451 2.5927
8 H 5.0160 -2.0852 -1.4612
9 H 6.5784 -2.7259 -0.9284
10 H 5.1268 -3.0757 -0.0006
11 H 6.5008 -0.3598 -0.3681
12 H 6.4771 -1.3023 1.1107
13 H 3.9056 1.5217 1.0638
14 H 5.4364 1.5453 0.2114
15 H 5.0285 0.9477 3.1858
16 H 5.8812 2.2938 2.4402
17 H 6.5604 0.6716 2.3522
18 H 3.2942 -1.8833 0.6021
19 H 2.8069 -0.4306 1.4386
20 H 4.9948 -2.3165 2.4850
21 H 3.2946 -2.4390 2.9187
22 H 4.2201 -1.0159 3.3870
23 C -7.7654 -1.4569 -0.5846
24 C -6.7925 -0.7992 0.3819
25 N -5.4043 -1.0361 0.0290
26 C -4.4665 -0.7261 1.0953
27 C -4.3578 0.7302 1.5533
28 C -5.0146 -0.6166 -1.3102
29 C -5.2875 0.8367 -1.7105
30 H -7.5241 -2.5136 -0.7083
31 H -8.7836 -1.3752 -0.2022
32 H -7.7465 -0.9850 -1.5679
33 H -6.9400 -1.2209 1.3803
34 H -7.0402 0.2713 0.4634
35 H -3.4803 -1.0691 0.7694
36 H -4.7409 -1.3455 1.9550
37 H -3.8936 1.3576 0.7952
38 H -3.7348 0.7891 2.4481
39 H -5.3331 1.1533 1.7992
40 H -5.5188 -1.2701 -2.0270
41 H -3.9464 -0.8261 -1.4100
42 H -6.3233 1.1177 -1.5106
43 H -5.1172 0.9592 -2.7819
44 H -4.6398 1.5400 -1.1906
45 Cl -1.5037 1.9550 -0.7872
46 C -0.1808 0.9706 -1.4907
47 C 1.1955 1.3956 -0.9876
48 C 2.2629 1.3923 -2.0805
49 P 2.1909 2.6716 -3.4065
50 Cl 2.0485 4.3986 -2.2664
51 H -0.2716 1.0805 -2.5685
52 H -0.4036 -0.0613 -1.2321
53 H 1.5114 0.7088 -0.1999
54 H 1.1386 2.3884 -0.5400
55 H 2.2730 0.4315 -2.6097
56 H 3.2518 1.4897 -1.6256
57 H 0.8033 2.5685 -3.6736

Computed properties:
**LUMO energy**: 0.645 eV
**Maximum force**: 0.0023 Eh/bohr
**Electronic energy**: -1964.95331 Ha
**Highest occupied orbital energy**: -7.98 eV
**Structure (SMILES)**: CCN(CC)CC.CCN(CC)CC.ClCCCPCl
**Net charge**: 0

[2]
Formula: C15H38N10RhS
Source: the Open Molecules 2025 dataset
Level of theory: the ωB97M-V functional and the def2-TZVPD basis

Element x y z (Å)
1 Rh 0.4592 0.0074 1.0945
2 N -0.1270 -2.3810 1.2691
3 C -0.7772 -2.7989 2.5290
4 C -1.3834 -1.5777 3.1822
5 N -0.3963 -0.4741 3.3002
6 C 0.7513 -0.8458 4.1767
7 C 2.1160 -0.4077 3.6569
8 N 2.2611 -0.7653 2.2243
9 C -1.0988 0.7433 3.7602
10 C -0.1690 1.9242 3.7053
11 N 0.4330 1.9499 2.3501
12 H -0.7985 -2.3812 0.5095
13 H 0.6023 -3.0405 1.0100
14 H -0.0376 -3.2875 3.1589
15 H -1.5588 -3.5386 2.3478
16 H -1.7911 -1.8226 4.1683
17 H -2.2092 -1.2034 2.5743
18 H 0.7586 -1.9267 4.2884
19 H 0.5938 -0.4410 5.1798
20 H 2.8875 -0.8859 4.2633
21 H 2.2709 0.6648 3.7469
22 H 2.3413 -1.7742 2.1249
23 H 3.1291 -0.3859 1.8504
24 H -1.5018 0.5932 4.7663
25 H -1.9453 0.9043 3.0886
26 H 0.6255 1.8461 4.4444
27 H -0.7061 2.8497 3.9127
28 H 1.3924 2.2804 2.3832
29 H -0.0559 2.6079 1.7417
30 C 0.4686 -2.2034 -1.7831
31 N -0.5561 -1.3581 -2.3740
32 C -0.6902 -1.4959 -3.8305
33 C -1.3431 -0.5574 -1.6530
34 N -1.0891 -0.2721 -0.3539
35 N -2.4442 -0.0150 -2.2370
36 C -3.4423 -0.8534 -2.9215
37 C -2.9831 1.2500 -1.7477
38 H 1.2671 -2.3402 -2.5080
39 H 0.0771 -3.1917 -1.5288
40 H 0.9138 -1.7235 -0.9137
41 H 0.3084 -1.5385 -4.2600
42 H -1.2190 -0.6438 -4.2424
43 H -1.2144 -2.4132 -4.0979
44 H -1.9161 0.1603 0.0450
45 H -3.0809 -1.8690 -3.0419
46 H -3.6894 -0.4416 -3.8989
47 H -4.3492 -0.8856 -2.3150
48 H -2.1816 1.8853 -1.3750
49 H -3.7409 1.1070 -0.9698
50 H -3.4598 1.7633 -2.5811
51 C 1.9274 1.2044 -4.9387
52 C 2.6862 0.7816 -3.6797
53 C 2.1457 1.4048 -2.4360
54 N 1.8120 0.7674 -1.3607
55 N 1.3620 1.5998 -0.3638
56 C 1.3809 2.8669 -0.7035
57 N 0.9863 3.9033 0.1251
58 S 1.9306 3.1185 -2.3050
59 H 2.3736 0.7378 -5.8141
60 H 1.9741 2.2834 -5.0922
61 H 0.8772 0.9179 -4.8900
62 H 3.7372 1.0656 -3.7747
63 H 2.6667 -0.2983 -3.5312
64 H 1.6126 4.0716 0.9030
65 H 0.8258 4.7789 -0.3584

Computed properties:
**LUMO energy (alpha / beta)**: -7.761 / -11.611 eV
**2S+1**: 5
**Expectation value of S²**: 6.0115
**Maximum force**: 0.0101 Eh/bohr
**Electronic energy**: -1649.64212 Ha
**Energy above the lowest of the compared OMol25 structures with the same formula, charge and spin**: 7.0 kcal per mole
**Highest occupied orbital energy (alpha / beta)**: -17.52 / -17.54 eV
**Net charge**: +3

[3]
Formula: C15H39AsNO6RuSSi3
Source: the Open Molecules 2025 dataset
Level of theory: the ωB97M-V functional and the def2-TZVPD basis

Element x y z (Å)
1 Ru 0.3876 -0.6140 -0.5465
2 O -0.5521 -0.6209 1.6027
3 S -0.8277 0.8217 1.6713
4 O -1.9329 1.2211 2.5096
5 O 0.4661 1.4188 2.3863
6 O -0.8477 1.3760 0.3107
7 N 4.0792 -2.6576 0.4803
8 C 2.8519 -2.3836 -0.0500
9 O 1.8504 -2.3948 0.6521
10 C 2.8026 -2.1361 -1.5365
11 C 1.4062 -1.7681 -2.0100
12 H 4.1328 -2.6264 1.4862
13 H 4.8912 -2.3323 -0.0167
14 H 3.1876 -3.0424 -2.0237
15 H 3.5010 -1.3348 -1.7607
16 H 0.8213 -2.6724 -2.1678
17 H 1.4608 -1.2478 -2.9663
18 C -1.2088 -3.4521 -0.1690
19 O -2.0030 -2.3913 -0.6645
20 C -1.3446 -1.4303 -1.4070
21 C -2.3733 -0.4596 -1.9310
22 H -1.8651 -4.0750 0.4366
23 H -0.3839 -3.0959 0.4458
24 H -0.8047 -4.0473 -0.9949
25 H -3.3662 -0.9115 -1.8575
26 H -2.1840 -0.2091 -2.9794
27 H -2.3845 0.4810 -1.3709
28 C 5.0514 2.9450 -0.7391
29 Si 4.4461 1.1716 -0.5805
30 C 5.5699 0.2579 -1.7943
31 C 4.9961 0.6034 1.1491
32 As 2.1235 1.1224 -0.4677
33 Si 0.5297 2.9663 3.0574
34 C 2.2928 3.4951 2.8167
35 C -0.6089 4.1864 2.2329
36 C 0.1374 2.8282 4.8689
37 Si 1.6647 2.4898 -2.2842
38 C 1.8999 4.3125 -1.8910
39 C 2.7139 2.1595 -3.8113
40 C -0.1181 2.2734 -2.8097
41 H 6.1118 2.9991 -0.4706
42 H 4.4871 3.6014 -0.0694
43 H 4.9352 3.3270 -1.7594
44 H 6.6037 0.5199 -1.5461
45 H 5.3766 0.5652 -2.8282
46 H 5.4799 -0.8305 -1.7634
47 H 5.9216 0.0163 1.1409
48 H 4.2077 0.0092 1.6182
49 H 5.1573 1.4795 1.7866
50 H 2.4878 3.6512 1.7510
51 H 2.9861 2.7241 3.1682
52 H 2.4991 4.4259 3.3556
53 H -0.1127 5.1481 2.0836
54 H -1.5091 4.3347 2.8332
55 H -0.9265 3.8026 1.2570
56 H 0.5930 1.9355 5.3059
57 H -0.9436 2.7652 5.0146
58 H 0.5130 3.7060 5.4063
59 H 2.9454 4.5412 -1.6729
60 H 1.3064 4.5926 -1.0152
61 H 1.5808 4.9301 -2.7384
62 H 3.7827 2.2821 -3.5999
63 H 2.4381 2.8665 -4.6021
64 H 2.5598 1.1420 -4.1844
65 H -0.7962 2.5348 -1.9916
66 H -0.3089 1.2270 -3.0651
67 H -0.3530 2.8921 -3.6810

Computed properties:
**LUMO energy (alpha / beta)**: 2.786 / 2.692 eV
**2S+1**: 5
**Expectation value of S²**: 6.0187
**Maximum force**: 0.0265 Eh/bohr
**Electronic energy**: -4698.57976 Ha
**Energy above the lowest of the compared OMol25 structures with the same formula, charge and spin**: 14.7 kcal per mole
**Highest occupied orbital energy (alpha / beta)**: -2.74 / -4.30 eV
**Net charge**: -1

[4]
Formula: C15H39N3O5P
Source: the Open Molecules 2025 dataset
Level of theory: the ωB97M-V functional and the def2-TZVPD basis

Element x y z (Å)
1 C 9.0468 3.2211 -3.1367
2 C 7.7449 3.6325 -2.2306
3 O 7.9966 4.2568 -1.0486
4 N 6.2895 3.4395 -2.5897
5 C 5.8718 4.4522 -3.6327
6 P 5.8936 1.7629 -3.0434
7 H 10.0195 3.6132 -2.5657
8 H 9.0606 3.7747 -4.1794
9 H 9.1638 2.0710 -3.3206
10 H 5.1330 4.0341 -4.4525
11 H 5.3572 5.3474 -3.0334
12 H 6.8529 4.8997 -4.1317
13 H 4.9643 1.7207 -4.1689
14 H 5.1379 1.2005 -1.9154
15 H 7.0424 0.9179 -3.2834
16 C 3.3077 -0.6977 -0.4803
17 O 2.8377 0.2705 -1.4095
18 C 1.8611 -0.2425 -2.3253
19 C 0.4649 0.3212 -2.0080
20 N -0.0619 -0.2305 -0.7557
21 C -1.2242 0.4885 -0.2209
22 C -1.0596 1.9893 0.1011
23 O -0.2068 2.2650 1.2158
24 C 1.1798 2.2264 0.9137
25 H 4.1900 -0.2876 0.0198
26 H 2.5557 -0.9069 0.2820
27 H 3.5970 -1.6255 -0.9834
28 H 1.8580 -1.3385 -2.3586
29 H 2.1553 0.1147 -3.3188
30 H -0.2193 0.0773 -2.8278
31 H 0.5600 1.4090 -1.9557
32 H 0.6695 -0.2142 -0.0517
33 H -1.5057 -0.0239 0.7062
34 H -2.0632 0.3621 -0.9152
35 H -2.0506 2.3621 0.3922
36 H -0.7690 2.5830 -0.7714
37 H 1.4038 2.5969 -0.0882
38 H 1.5590 1.2134 1.0504
39 H 1.7034 2.8610 1.6394
40 C -7.3413 -2.0180 4.2863
41 O -6.0845 -2.6302 4.5453
42 C -6.0116 -3.9939 4.1084
43 C -5.0997 -4.1251 2.8760
44 N -5.7150 -3.5216 1.6896
45 C -4.7906 -3.3159 0.5685
46 C -3.5508 -2.4277 0.8083
47 O -3.8445 -1.0406 0.9965
48 C -4.2774 -0.7079 2.3069
49 H -7.3802 -1.0756 4.8404
50 H -7.4549 -1.7895 3.2255
51 H -8.1694 -2.6497 4.6225
52 H -7.0032 -4.4257 3.9272
53 H -5.5553 -4.5554 4.9316
54 H -4.9021 -5.1849 2.6825
55 H -4.1512 -3.6411 3.1230
56 H -6.1095 -2.6207 1.9417
57 H -5.3776 -2.8607 -0.2375
58 H -4.4625 -4.2955 0.2016
59 H -2.9437 -2.4766 -0.1053
60 H -2.9053 -2.8041 1.6083
61 H -3.7832 -1.3016 3.0780
62 H -5.3614 -0.8046 2.3729
63 H -4.0425 0.3489 2.4843

Computed properties:
**LUMO energy**: -4.225 eV
**Maximum force**: 0.1804 Eh/bohr
**Electronic energy**: -1476.23083 Ha
**Highest occupied orbital energy**: -9.86 eV
**Net charge**: +1

[5]
Formula: C15H39NO9PS5
Source: the Open Molecules 2025 dataset
Level of theory: the ωB97M-V functional and the def2-TZVPD basis

Element x y z (Å)
1 C -3.6090 0.0302 1.6120
2 C -2.2173 -0.7366 2.0157
3 C -2.5169 -1.8068 3.2397
4 C -1.2150 -2.1488 4.1747
5 C -0.0951 -3.1275 3.4696
6 C -0.6507 -3.8547 2.0697
7 O -0.1573 -3.6174 0.8519
8 O -1.7393 -4.8848 2.1439
9 N 1.2758 -2.4965 3.3039
10 S 1.9816 -2.0427 4.8538
11 C 1.2338 -1.2077 2.5132
12 P 3.0102 -1.0211 1.7349
13 O 3.9841 -0.1405 2.6183
14 O 3.7072 -2.6525 1.7313
15 O 2.9053 -0.5153 0.0559
16 H -3.5105 0.7460 0.6781
17 H -3.9494 0.6385 2.5768
18 H -4.4235 -0.8266 1.4468
19 H -1.7341 -1.3596 1.1202
20 H -1.3889 0.0433 2.3742
21 H -3.1006 -2.7725 2.8507
22 H -3.3007 -1.2569 3.9528
23 H -1.6374 -2.7159 5.1364
24 H -0.7630 -1.1344 4.5957
25 H 0.0595 -4.0372 4.2274
26 H 2.4075 -0.6784 4.7654
27 H 0.5015 -1.2058 1.6005
28 H 0.9507 -0.2517 3.1696
29 H 3.2503 -3.1668 0.9770
30 H 3.0656 0.4701 -0.0381
31 C -0.8882 2.3816 0.0090
32 S 0.8810 2.6304 0.2933
33 O 1.3937 1.4260 1.0261
34 C 0.6884 3.9619 1.5022
35 H -1.0143 1.5573 -0.6970
36 H -1.3863 2.1325 0.9489
37 H -1.3207 3.2902 -0.4161
38 H 0.0921 3.6145 2.3492
39 H 0.2035 4.8183 1.0279
40 H 1.6796 4.2577 1.8543
41 C 3.7593 -6.1012 -2.1856
42 S 2.8358 -4.8045 -1.3264
43 O 3.5620 -4.5052 -0.0483
44 C 1.4093 -5.8368 -0.9130
45 H 4.7195 -5.6900 -2.5062
46 H 3.9331 -6.9445 -1.5131
47 H 3.1968 -6.4299 -3.0625
48 H 1.7292 -6.6965 -0.3196
49 H 0.9244 -6.1744 -1.8319
50 H 0.7038 -5.2381 -0.3317
51 C -1.9081 6.2913 -2.8418
52 S -3.3192 5.7888 -1.8273
53 O -2.8494 4.6990 -0.9097
54 C -4.2441 5.0079 -3.1712
55 H -1.1710 6.7753 -2.1967
56 H -1.4565 5.4156 -3.3138
57 H -2.2406 6.9994 -3.6042
58 H -3.6472 4.2120 -3.6228
59 H -4.4993 5.7583 -3.9230
60 H -5.1626 4.5824 -2.7597
61 C 0.9826 3.1450 -4.9547
62 S 0.1687 1.6360 -4.3777
63 O -0.8221 2.0330 -3.3236
64 C 1.6171 0.9556 -3.5347
65 H 0.2480 3.7552 -5.4854
66 H 1.3734 3.7077 -4.1036
67 H 1.7948 2.8836 -5.6368
68 H 1.9684 1.6545 -2.7719
69 H 2.4085 0.7666 -4.2636
70 H 1.3320 0.0140 -3.0591

Computed properties:
**LUMO energy**: 1.558 eV
**Maximum force**: 0.1506 Eh/bohr
**Electronic energy**: -3658.94894 Ha
**Highest occupied orbital energy**: -4.38 eV
**Net charge**: -1

[6]
Formula: C15H40CsN3OSi2Te
Source: the Open Molecules 2025 dataset
Level of theory: the ωB97M-V functional and the def2-TZVPD basis

Element x y z (Å)
1 Cs 0.9064 -4.2785 0.0418
2 N 4.3622 -3.1544 2.4142
3 C 3.1104 -2.8660 1.9909
4 O 2.8700 -2.8023 0.7741
5 C 2.0634 -2.7114 3.0506
6 C 1.3253 -4.0664 3.0991
7 H 5.0530 -3.4340 1.7390
8 H 4.5323 -3.3232 3.3892
9 H 1.3795 -1.9207 2.7279
10 H 2.5389 -2.3651 3.9856
11 H 0.4146 -3.9307 3.6937
12 H 1.9542 -4.7726 3.6580
13 C -5.3247 -2.4909 -0.9332
14 C -4.3862 -1.6301 -0.0944
15 C -4.6632 -1.8460 1.3970
16 C -4.5870 -0.1584 -0.4380
17 N -2.9930 -1.9383 -0.4694
18 N -2.5328 -3.2474 -0.1596
19 H -6.3604 -2.1854 -0.7741
20 H -5.2518 -3.5468 -0.6637
21 H -5.0896 -2.3835 -1.9936
22 H -5.6681 -1.5018 1.6503
23 H -3.9511 -1.2855 2.0077
24 H -4.6096 -2.8997 1.6811
25 H -5.6283 0.1316 -0.2892
26 H -4.3150 0.0300 -1.4775
27 H -3.9670 0.4782 0.1990
28 H -2.3717 -1.2928 0.0059
29 H -2.9052 -3.8807 -0.8545
30 H -2.8620 -3.5624 0.7505
31 C -2.5011 2.7740 -1.4062
32 Si -0.8456 3.6426 -1.3210
33 C -1.0956 5.4570 -0.9320
34 C 0.0511 3.4641 -2.9510
35 C 0.1753 2.8673 0.0507
36 Te 0.3158 0.7391 -0.1224
37 C 2.2541 0.5912 0.7693
38 Si 3.6667 0.7519 -0.4515
39 C 5.2698 0.5129 0.4896
40 C 3.5157 -0.5586 -1.7732
41 C 3.6515 2.4484 -1.2475
42 H -3.1381 3.2081 -2.1810
43 H -3.0346 2.8439 -0.4545
44 H -2.3754 1.7132 -1.6425
45 H -1.6713 5.9480 -1.7210
46 H -0.1378 5.9763 -0.8468
47 H -1.6352 5.5924 0.0085
48 H -0.5617 3.8456 -3.7719
49 H 0.2830 2.4170 -3.1595
50 H 0.9897 4.0246 -2.9491
51 H -0.2261 3.1007 1.0376
52 H 1.2024 3.2385 0.0033
53 H 2.2872 -0.3942 1.2348
54 H 2.2781 1.3353 1.5680
55 H 5.2726 -0.4535 1.0011
56 H 5.4075 1.2915 1.2446
57 H 6.1313 0.5433 -0.1828
58 H 3.4744 -1.5483 -1.3146
59 H 4.3765 -0.5236 -2.4468
60 H 2.6125 -0.4119 -2.3706
61 H 3.7626 3.2485 -0.5107
62 H 2.7230 2.6143 -1.8017
63 H 4.4783 2.5355 -1.9577

Computed properties:
**LUMO energy**: -0.042 eV
**Maximum force**: 0.0259 Eh/bohr
**Electronic energy**: -1702.16292 Ha
**Energy above the lowest of the compared OMol25 structures with the same formula, charge and spin**: 8.2 kcal per mole
**Highest occupied orbital energy**: -5.52 eV
**Net charge**: 0

[7]
Formula: C15H40N2O6
Source: the Open Molecules 2025 dataset
Level of theory: the ωB97M-V functional and the def2-TZVPD basis

Element x y z (Å)
1 C 2.2520 2.5986 1.7013
2 O 1.6021 3.0255 0.5538
3 C 1.2019 2.0131 -0.4078
4 C 0.2183 2.7029 -1.3596
5 N 0.0286 2.0327 -2.6667
6 C -0.4424 0.6146 -2.4996
7 C -1.6866 0.4675 -1.6320
8 O -2.2844 -0.8856 -1.7986
9 C -3.2422 -1.1026 -0.7610
10 H 1.5755 2.0353 2.3441
11 H 2.6436 3.4647 2.2349
12 H 3.0863 1.9453 1.4461
13 H 0.7645 1.2403 0.2243
14 H 2.1233 1.6075 -0.8257
15 H 0.5462 3.7288 -1.5274
16 H -0.7204 2.8416 -0.8233
17 H -0.6491 2.5557 -3.2027
18 H 0.3147 0.0184 -1.9902
19 H -0.6200 0.1968 -3.4905
20 H -2.4033 1.2602 -1.8469
21 H -1.5031 0.6690 -0.5766
22 H -2.7222 -1.1351 0.1964
23 H -3.7319 -2.0734 -0.8366
24 H -3.9580 -0.2809 -0.7376
25 C 6.4499 -3.8453 -0.8625
26 O 5.0839 -4.0783 -0.5556
27 C 4.3917 -4.9881 -1.4308
28 C 2.8653 -5.1531 -1.0894
29 N 2.1545 -3.8863 -1.2702
30 C 0.8566 -3.8671 -0.6171
31 C 0.3294 -2.4266 -0.6798
32 O 1.2234 -1.3961 -0.1737
33 C 1.4342 -1.3872 1.2620
34 H 6.9337 -3.0478 -0.2986
35 H 6.5358 -3.5456 -1.9069
36 H 7.0232 -4.7718 -0.8289
37 H 4.8665 -5.9687 -1.3997
38 H 4.5003 -4.6213 -2.4515
39 H 2.7811 -5.4162 -0.0350
40 H 2.3845 -5.8714 -1.7535
41 H 2.6717 -3.0279 -1.1446
42 H 1.0003 -4.2481 0.3939
43 H 0.2588 -4.5666 -1.2014
44 H -0.6768 -2.3673 -0.2648
45 H 0.1959 -2.2927 -1.7533
46 H 2.0467 -0.5536 1.6055
47 H 1.8651 -2.2926 1.6893
48 H 0.4512 -1.3748 1.7330
49 C -5.8250 5.6692 1.8035
50 C -5.2443 4.5461 2.5984
51 O -4.0090 4.1337 2.0236
52 H -5.1427 6.5177 1.8556
53 H -6.7733 5.9708 2.2482
54 H -6.0573 5.4094 0.7708
55 H -5.9287 3.6978 2.5889
56 H -5.0890 4.8327 3.6385
57 H -3.3586 4.8224 2.1796
58 C -1.8063 1.4903 2.0904
59 O -2.8838 1.7322 1.1489
60 H -1.0160 2.2289 2.2241
61 H -2.1993 1.2689 3.0826
62 H -1.3492 0.5849 1.6911
63 H -3.3379 2.5484 1.3709

Computed properties:
**LUMO energy**: 0.567 eV
**Maximum force**: 0.0514 Eh/bohr
**Electronic energy**: -1156.30033 Ha
**Energy above the lowest of the compared OMol25 structures with the same formula, charge and spin**: 23.7 kcal per mole
**Highest occupied orbital energy**: -8.26 eV
**Structure (SMILES)**: COCCNCCOC.COCCNCCOC.CCO.CO
**Net charge**: 0